Formula: C4H2INS
Source: the Open Molecules 2025 dataset
Level of theory: ωB97M-V/def2-TZVPD

ORCA input file:
```
! wB97M-V def2-TZVPD RIJCOSX def2/J DEFGRID3
* xyz 0 1
C -1.888 1.503 -0.299
C -0.993 0.893 0.143
C 0.065 -0.310 0.701
I -0.243 -0.660 2.800
S 1.837 0.057 0.288
C 1.991 -0.862 -1.158
N 2.156 -1.467 -2.109
H -2.586 2.164 -0.752
H -0.339 -1.317 0.387
*
```

The SMILES is C#C[C@H](I)SC#N. The LUMO energy comes out at -0.516 eV.